[1]
A 9-piece molecular cluster, C25H52NO24 overall in a non-equilibrium geometry, computed with the ωB97M-V functional and the def2-TZVPD basis.

Geometry (Å):
C 17.377 -22.346 8.948
C 18.045 -21.105 8.345
C 17.815 -19.902 9.310
O 19.374 -21.275 7.895
H 17.434 -23.162 8.228
H 16.310 -22.175 9.092
H 17.752 -22.842 9.843
H 17.407 -20.964 7.473
H 18.498 -19.842 10.157
H 16.822 -19.947 9.760
H 17.770 -19.005 8.692
C 10.935 -26.450 10.957
O 11.483 -25.382 11.596
C 12.396 -25.593 12.567
O 12.989 -26.685 12.744
O 12.774 -24.408 13.172
C 13.985 -24.330 13.893
H 11.666 -27.060 10.427
H 10.047 -26.236 10.361
H 10.575 -27.175 11.687
H 14.817 -24.387 13.192
H 14.216 -24.957 14.754
H 13.901 -23.308 14.264
C 19.109 -22.270 17.493
O 19.222 -22.576 16.132
C 20.378 -22.272 15.533
O 21.425 -21.835 15.997
O 20.250 -22.706 14.303
C 21.247 -22.275 13.413
H 19.560 -23.031 18.130
H 18.065 -22.054 17.716
H 19.712 -21.400 17.751
H 20.926 -22.757 12.490
H 22.225 -22.736 13.553
H 21.445 -21.215 13.254
C 15.501 -28.736 7.725
O 16.163 -29.918 7.981
C 17.539 -29.970 7.876
O 18.210 -29.035 7.455
O 18.004 -31.192 8.322
C 17.187 -32.174 8.941
H 15.927 -28.252 6.846
H 15.576 -27.954 8.481
H 14.436 -28.938 7.617
H 16.243 -32.305 8.412
H 16.908 -31.778 9.918
H 17.582 -33.188 8.990
C 22.156 -27.157 13.065
O 20.726 -27.454 13.097
C 19.940 -27.244 12.017
O 20.264 -26.665 10.998
O 18.773 -27.966 12.060
C 18.462 -28.884 13.143
H 22.398 -26.659 14.004
H 22.331 -26.470 12.236
H 22.881 -27.955 12.910
H 18.461 -28.495 14.161
H 19.090 -29.775 13.159
H 17.524 -29.379 12.892
C 18.748 -17.781 1.029
O 17.637 -17.307 1.734
C 17.681 -17.270 3.057
O 18.623 -17.390 3.773
O 16.401 -17.071 3.543
C 16.027 -17.054 4.914
H 19.579 -18.303 1.503
H 19.236 -16.994 0.454
H 18.281 -18.511 0.368
H 15.944 -18.069 5.302
H 15.177 -16.407 5.130
H 16.797 -16.494 5.445
C 15.879 -26.772 0.624
O 16.587 -26.520 1.849
C 16.935 -25.309 2.308
O 17.781 -25.188 3.216
O 16.167 -24.281 1.778
C 16.460 -22.898 2.129
H 16.000 -27.756 0.170
H 16.128 -26.047 -0.151
H 14.852 -26.575 0.931
H 15.798 -22.217 1.593
H 17.370 -22.723 1.556
H 16.634 -22.723 3.190
C 21.717 -15.531 11.225
O 21.327 -14.460 10.377
C 21.064 -14.579 9.057
O 21.276 -15.580 8.360
O 20.804 -13.366 8.466
C 20.553 -12.151 9.148
H 21.635 -15.189 12.256
H 22.725 -15.866 10.979
H 21.020 -16.363 11.129
H 19.768 -12.382 9.868
H 20.232 -11.450 8.377
H 21.416 -11.775 9.698
C 12.591 -20.218 10.747
N 11.115 -20.167 10.370
O 10.827 -19.450 9.448
O 10.374 -20.685 11.194
H 13.112 -19.594 10.021
H 12.852 -21.273 10.659
H 12.825 -19.838 11.742

Relative energy (zero: lowest compared OMol25 entry of this formula, charge and spin): 16.5 kJ/mol
Charge: -1
LUMO energy: 1.97 eV
Spin multiplicity: 1
Max |F|: 4.18 eV Å⁻¹

Atomic partial charges in e from the Löwdin method, atoms 1 to 8: -0.14 -0.68 -0.11 -0.39 0.05 0.03 0.05 0.08


[2]
C53H50N2O9P3V as an isolated structure in a non-equilibrium geometry, computed with the ωB97M-V functional and the def2-TZVPD basis.

Geometry (Å):
V 0.406 0.083 0.817
O -0.130 -1.412 0.701
C -0.655 -2.526 1.263
C -0.260 -2.428 2.766
C -0.673 -1.118 3.370
C -1.472 -1.148 4.499
C -1.784 0.027 5.172
C -1.252 1.211 4.672
C -0.493 1.198 3.515
C 0.095 2.492 3.009
C -0.260 2.715 1.513
O 0.360 1.690 0.868
C 0.196 4.070 0.985
C -0.381 5.260 1.415
C 0.001 6.462 0.849
C 0.961 6.493 -0.151
C 1.536 5.310 -0.584
C 1.156 4.107 -0.019
C -1.768 2.625 1.255
C -2.171 2.195 -0.006
C -3.513 2.072 -0.319
C -4.474 2.382 0.630
C -4.084 2.838 1.876
C -2.738 2.960 2.193
N -0.235 0.052 2.845
C -2.185 -2.514 1.246
C -2.924 -3.686 1.335
C -4.301 -3.636 1.463
C -4.957 -2.416 1.497
C -4.225 -1.245 1.399
C -2.848 -1.290 1.278
C -0.095 -3.755 0.555
C 0.282 -3.594 -0.774
C 0.776 -4.655 -1.509
C 0.909 -5.902 -0.923
C 0.554 -6.067 0.404
C 0.048 -5.007 1.139
H 0.829 -2.506 2.799
H -0.701 -3.243 3.340
H -1.832 -2.098 4.864
H -2.381 0.015 6.072
H -1.426 2.141 5.195
H 1.185 2.400 3.035
H -0.205 3.329 3.642
H -1.145 5.247 2.180
H -0.460 7.381 1.182
H 1.254 7.434 -0.594
H 2.274 5.318 -1.373
H 1.587 3.174 -0.359
H -1.413 1.955 -0.741
H -3.809 1.730 -1.300
H -5.524 2.280 0.392
H -4.832 3.102 2.612
H -2.467 3.307 3.179
H -2.420 -4.641 1.307
H -4.861 -4.557 1.547
H -6.033 -2.381 1.602
H -4.723 -0.286 1.431
H -2.277 -0.367 1.204
H 0.211 -2.614 -1.225
H 1.062 -4.505 -2.541
H 1.296 -6.740 -1.492
H 0.680 -7.036 0.872
H -0.215 -5.167 2.172
N 4.803 -0.383 1.747
C 4.202 -1.333 2.708
C 5.183 -2.063 3.581
P 3.007 -0.211 3.583
O 4.139 0.620 4.490
O 2.021 -0.792 4.509
O 2.653 0.738 2.466
P 3.251 -2.431 1.550
O 4.648 -2.959 0.765
O 2.616 -3.603 2.188
O 2.555 -1.541 0.583
H 5.617 0.104 2.116
H 3.926 0.291 1.690
H 4.984 -0.857 0.859
H 5.764 -1.370 4.193
H 5.846 -2.681 2.976
H 4.602 -2.711 4.235
H 3.837 0.558 5.393
H 4.361 -3.790 0.396
O 0.749 0.419 -1.610
P 0.258 0.479 -3.010
C 1.225 -0.612 -4.077
C 2.098 -1.501 -3.435
C 2.796 -2.438 -4.160
C 2.623 -2.532 -5.541
C 1.737 -1.671 -6.179
C 1.036 -0.725 -5.464
C 0.458 2.189 -3.633
C 1.733 2.584 -4.031
C 2.001 3.913 -4.289
C 1.006 4.868 -4.127
C -0.260 4.482 -3.708
C -0.532 3.152 -3.454
C -1.486 0.071 -3.191
C -2.128 -0.656 -2.179
C -3.420 -1.096 -2.354
C -4.092 -0.850 -3.553
C -3.450 -0.149 -4.570
C -2.162 0.306 -4.400
H 2.223 -1.415 -2.363
H 3.487 -3.105 -3.660
H 3.171 -3.270 -6.112
H 1.600 -1.748 -7.251
H 0.353 -0.060 -5.973
H 2.499 1.826 -4.137
H 2.990 4.215 -4.605
H 1.217 5.910 -4.325
H -1.029 5.229 -3.567
H -1.516 2.845 -3.125
H -1.592 -0.832 -1.253
H -3.921 -1.632 -1.560
H -5.103 -1.206 -3.697
H -3.968 0.041 -5.502
H -1.667 0.869 -5.179

Relative energy (zero: lowest compared OMol25 entry of this formula, charge and spin): 225.5 kJ/mol
Charge: -1
LUMO energy (alpha / beta): 2.27 / 2.26 eV
Spin multiplicity: 2
Max |F|: 8.75 eV Å⁻¹

Atomic partial charges in e from the Löwdin method, atoms 1 to 8: 0.79 -0.31 -0.43 -0.03 -0.26 -0.03 -0.08 -0.05


[3]
C36H78Cl2O10SbSi as an isolated structure in a non-equilibrium geometry, computed with the ωB97M-V functional and the def2-TZVPD basis.

Geometry (Å):
C 5.342 1.404 1.515
C 4.504 0.650 0.487
Cl 3.612 1.921 -0.416
C 3.647 -0.486 1.071
Cl 3.490 -0.414 2.888
Sb 1.681 -1.103 0.098
Si 0.215 0.712 1.130
C 0.324 0.974 3.009
C 0.276 2.431 0.311
C -1.572 0.128 0.852
H 6.009 0.738 2.048
H 5.957 2.110 0.958
H 4.720 1.994 2.172
H 5.230 0.221 -0.187
H 4.257 -1.369 0.940
H 1.315 -2.186 1.475
H 0.228 -1.730 -0.724
H 2.013 -0.167 -1.385
H 2.591 -2.437 -0.650
H -0.550 1.546 3.319
H 0.353 0.036 3.548
H 1.192 1.571 3.271
H 0.882 3.106 0.908
H 0.658 2.410 -0.703
H -0.727 2.855 0.290
H -2.268 0.860 1.245
H -1.742 -0.821 1.352
H -1.715 -0.002 -0.217
C -5.163 -1.472 1.344
C -4.854 -0.992 2.737
O -4.132 -0.043 2.930
C -5.480 -1.757 3.882
H -4.631 -0.849 0.628
H -4.834 -2.506 1.225
H -6.233 -1.406 1.142
H -5.156 -2.799 3.856
H -6.568 -1.722 3.801
H -5.175 -1.312 4.826
C 5.861 2.308 -5.909
C 5.407 1.480 -4.729
O 5.785 0.341 -4.576
C 4.464 2.147 -3.757
H 6.532 1.719 -6.531
H 5.001 2.615 -6.504
H 6.385 3.198 -5.565
H 3.553 2.451 -4.277
H 4.942 3.028 -3.325
H 4.200 1.461 -2.957
C -0.186 -1.287 6.697
C 0.659 -2.520 6.480
O 0.185 -3.631 6.540
C 2.121 -2.294 6.186
H -1.213 -1.582 6.898
H 0.197 -0.716 7.544
H -0.163 -0.658 5.805
H 2.593 -1.773 7.022
H 2.233 -1.701 5.277
H 2.611 -3.254 6.043
C -1.598 3.253 -3.902
C -2.158 2.442 -2.754
O -1.844 1.292 -2.581
C -3.123 3.143 -1.825
H -0.919 2.633 -4.483
H -2.408 3.602 -4.546
H -1.052 4.116 -3.517
H -3.998 3.491 -2.380
H -2.636 4.001 -1.359
H -3.440 2.451 -1.047
C -9.586 -3.610 -0.970
C -8.605 -2.465 -1.055
O -8.113 -1.973 -0.064
C -8.251 -1.961 -2.428
H -9.748 -3.876 0.072
H -10.538 -3.319 -1.418
H -9.193 -4.474 -1.507
H -9.143 -1.588 -2.934
H -7.816 -2.764 -3.024
H -7.532 -1.156 -2.338
C 5.629 6.923 -8.417
C 5.871 5.440 -8.569
O 6.293 4.770 -7.657
C 5.558 4.830 -9.915
H 5.892 7.231 -7.408
H 6.241 7.477 -9.131
H 4.578 7.151 -8.598
H 6.166 5.300 -10.689
H 4.503 4.976 -10.156
H 5.773 3.765 -9.889
C -7.512 1.974 -4.605
C -6.614 0.765 -4.706
O -7.056 -0.359 -4.623
C -5.141 1.018 -4.905
H -8.541 1.653 -4.460
H -7.208 2.594 -3.760
H -7.446 2.564 -5.520
H -4.746 1.599 -4.071
H -4.979 1.570 -5.832
H -4.611 0.070 -4.956
C 5.971 -0.810 7.438
C 6.346 -0.413 8.844
O 7.140 0.472 9.064
C 5.688 -1.177 9.969
H 6.511 -0.189 6.728
H 6.227 -1.856 7.262
H 4.900 -0.673 7.283
H 5.931 -2.239 9.896
H 4.605 -1.055 9.919
H 6.045 -0.796 10.923
C -10.402 -4.366 -6.522
C -9.180 -3.760 -5.873
O -8.609 -4.323 -4.969
C -8.714 -2.427 -6.408
H -10.632 -5.318 -6.049
H -11.256 -3.696 -6.411
H -10.218 -4.530 -7.585
H -9.505 -1.683 -6.291
H -8.469 -2.526 -7.468
H -7.835 -2.094 -5.870
C 9.533 -2.122 9.304
C 9.707 -3.614 9.164
O 9.979 -4.315 10.111
C 9.522 -4.194 7.781
H 9.690 -1.836 10.341
H 10.255 -1.598 8.676
H 8.526 -1.834 9.009
H 10.243 -3.753 7.091
H 8.514 -3.985 7.418
H 9.672 -5.270 7.815

Charge: -1
LUMO energy: 1.70 eV
Spin multiplicity: 1
Max |F|: 1.60 eV Å⁻¹

Atomic partial charges in e from the Löwdin method, atoms 1 to 8: -0.22 -0.79 0.60 -0.86 0.48 0.55 0.35 -0.26


- Which value of spin multiplicity does entry 3 give?
  1